{
  "formula": "C3H13N3",
  "method": "ωB97M-V/def2-TZVPD",
  "total_charge": 0,
  "de_lowest_kj_mol": 312.8,
  "lumo_energy_ha": 0.0370,
  "species": ["C", "N", "N", "H", "H", "H", "H", "H", "H", "C", "C", "N", "H", "H", "H", "H", "H", "H", "H"],
  "xyz": [[2.11252, -0.48756, -0.39689], [1.57090, 0.22748, 0.76802], [2.62218, -1.83136, -0.19285], [1.89103, -2.44362, 0.15420], [3.38789, -1.84394, 0.47274], [0.86827, -0.36441, 1.21793], [2.30157, 0.41093, 1.44785], [2.91067, 0.12459, -0.82289], [1.31420, -0.54798, -1.13932], [-1.54479, 0.46755, -0.25967], [-3.01375, 0.54224, -0.51382], [-0.88193, 1.60264, -0.00630], [0.12105, 1.50401, 0.19353], [-1.36060, 2.36106, 0.46981], [-0.96364, -0.52172, -0.41800], [-1.16379, -0.88088, 0.81383], [-3.18409, 0.88562, -1.53790], [-3.52650, 1.24013, 0.15704], [-3.46120, -0.44480, -0.40732]],
  "forces_ev_per_a": [[0.0025, 0.0499, 0.1423], [0.1049, -0.2176, -0.0934], [-0.0124, 0.0134, 0.0326], [0.0913, 0.0353, -0.0056], [-0.0920, -0.0009, -0.0479], [0.0318, 0.1622, 0.0077], [-0.0420, -0.0408, -0.0327], [-0.0621, -0.0442, 0.0139], [0.0462, 0.0139, -0.0078], [1.1129, -2.9877, -0.1141], [0.0291, -0.4342, 0.2005], [0.6516, 0.4680, 0.3133], [-0.3656, 0.1328, -0.1078], [0.0961, -0.3614, 0.0447], [-0.8807, 2.4191, -1.2943], [-0.8316, 0.7852, 0.8966], [0.0906, 0.0387, 0.0082], [0.0711, -0.1119, 0.0169], [-0.0417, 0.0801, 0.0268]],
  "lowdin_charge": [-0.37, -0.03, -0.01, 0.06, 0.06, 0.02, 0.07, 0.11, 0.10, -0.38, -0.12, 0.04, 0.06, 0.10, 0.00, 0.06, 0.08, 0.07, 0.07]
}